Here is a molecular structure, C2H2ClIO from the OMol25 dataset. Energies are from the ωB97M-V functional and the def2-TZVPD basis.

```
! RIJCOSX wB97M-V def2-TZVPD def2/J DEFGRID3
* xyz 0 1
C -0.66 0.12 0.53
C 0.63 -0.22 -0.12
O -1.31 -0.76 0.98
Cl 0.93 -1.80 -0.51
I 2.26 1.12 -0.38
H -0.80 1.12 0.93
H -1.05 0.42 -1.43
*
```

Calculated values
* HOMO level (spin up / spin down): -8.96 / -10.13 eV
* LUMO energy (spin up / spin down): -1.29 / -1.56 eV
* Kohn-Sham gap (spin up / spin down): 7.7 / 8.6 eV

=====

Here is a gas-phase ion, C2H2ClN2O2 (charge -1) from the OMol25 dataset. Energies are from the ωB97M-V functional and the def2-TZVPD basis.

```
! RIJCOSX wB97M-V def2-TZVPD def2/J DEFGRID3
* xyz -1 1
H -0.12 1.98 1.95
N 0.03 1.72 0.94
N -0.52 0.58 0.78
C -0.56 -0.06 -0.41
Cl -1.88 -1.28 -0.31
C 1.01 -0.86 -0.39
O 0.94 -1.84 0.27
O 1.75 -0.49 -1.27
H -0.66 0.25 -1.55
*
```

Calculated values
* HOMO level: -4.26 eV
* LUMO energy: 3.87 eV
* Kohn-Sham gap: 8.1 eV

=====

Here is a single C2H2ClN3O molecule from the OMol25 dataset. Energies are from the ωB97M-V functional and the def2-TZVPD basis.

```
! RIJCOSX wB97M-V def2-TZVPD def2/J DEFGRID3
* xyz 0 1
O 1.15 -0.45 1.62
C 0.51 -0.21 0.46
N 0.97 -0.66 -0.70
N 0.06 -0.26 -1.57
N -0.96 0.40 -1.07
C -0.74 0.43 0.19
Cl -1.73 1.18 1.34
H 0.64 -0.01 2.31
H 0.11 -0.42 -2.58
*
```

Calculated values
* HOMO level: -9.40 eV
* LUMO energy: 0.64 eV
* Kohn-Sham gap: 10.0 eV

=====

Here is a single C2H2ClN3O2 molecule from the OMol25 dataset. Energies are from the ωB97M-V functional and the def2-TZVPD basis.

```
! RIJCOSX wB97M-V def2-TZVPD def2/J DEFGRID3
* xyz 0 1
O -0.34 1.40 2.46
N -0.96 0.65 1.35
C -0.01 0.28 0.57
O 1.31 0.57 0.73
N 1.91 0.39 -0.62
N 1.07 -0.49 -1.31
C -0.09 -0.41 -0.75
Cl -1.45 -1.21 -1.28
H 0.50 1.78 2.00
H 2.81 -0.04 -0.48
*
```

Calculated values
* HOMO level: -9.49 eV
* LUMO energy: -0.17 eV
* Kohn-Sham gap: 9.3 eV

=====

How do the records compare in E? In the order shown, they have -910.35958, -797.58806, -777.08538, -852.19441 Ha.
How do the records compare in F_max? In the order shown, they have 0.0687, 0.0616, 0.0463, 0.0500 hartree/bohr.
How do the records compare in energy relative to the best compared isomer or geometry (same formula, charge and spin)? In the order shown, they have 4.151, 0.705, 0.078, 1.099 eV.